Record 1
Entry from the Open Molecules 2025 dataset: the molecule C5H8 (ωB97M-V/def2-TZVPD).

Element x y z (Å)
C 0.04 -1.16 0.90
C -1.81 0.29 -0.73
C -0.66 1.13 -0.87
C 0.62 0.83 -0.58
C 1.11 -0.43 0.08
H 0.41 -2.12 1.27
H -0.26 -0.55 1.76
H -0.84 -1.35 0.28
H -2.58 0.88 -0.18
H -0.86 2.16 -1.22
H 1.37 1.61 -0.75
H 1.50 -1.10 -0.70
H 1.96 -0.18 0.72

Largest force on an atom in Eh/bohr: 0.01666
Orbital gap (alpha / beta) in eV: 7.77 / 7.78
E in Eh: -195.14558
ΔE to the lowest compared entry with this formula, charge and spin in kcal per mole: 91.9

---

Record 2
Entry from the Open Molecules 2025 dataset: the molecule C5H8 (ωB97M-V/def2-TZVPD).

Element x y z (Å)
C -1.31 -0.97 0.17
C -0.24 0.06 0.52
C -0.12 1.29 -0.36
C 1.15 1.06 -0.68
C 1.23 -0.25 0.08
H -1.15 -1.91 0.72
H -1.29 -1.20 -0.90
H -2.31 -0.60 0.42
H -0.30 0.30 1.59
H -0.83 2.07 -0.62
H 1.89 1.60 -1.27
H 1.32 -1.14 -0.55
H 1.97 -0.31 0.89

Largest force on an atom in Eh/bohr: 0.00383
Orbital gap in eV: 10.66
SMILES: C[C@@H]1C=CC1
E in Eh: -195.25406
ΔE to the lowest compared entry with this formula, charge and spin in kcal per mole: 23.8

---

Record 3
Entry from the Open Molecules 2025 dataset: a structure of composition C5H8AlNaO5 (ωB97M-V/def2-TZVPD).

Element x y z (Å)
C -1.16 -2.09 -0.82
O -1.51 -3.27 -0.69
O -0.23 -1.69 -1.59
Na -3.10 -4.64 -0.28
O 0.56 -1.56 0.86
C 0.22 -0.74 1.90
C -0.40 0.51 1.37
O 0.24 0.90 0.33
C 0.26 2.15 -0.41
C 1.41 1.94 -1.40
O 1.35 0.69 -1.99
Al 0.96 -0.71 -0.83
H 1.04 -0.40 2.58
H -0.54 -1.19 2.57
H -0.77 1.28 2.06
H -1.72 -1.21 -0.08
H 0.39 2.97 0.31
H -0.71 2.20 -0.93
H 2.36 2.10 -0.84
H 1.34 2.76 -2.13

Largest force on an atom in Eh/bohr: 0.08963
Orbital gap in eV: 7.51
E in Eh: -975.71605
Charge: +2
ΔE to the lowest compared entry with this formula, charge and spin in kcal per mole: 34.5

---

Record 4
Entry from the Open Molecules 2025 dataset: a structure of composition C5H8AuF6N2S3Sb2 (ωB97M-V/def2-TZVPD).

Element x y z (Å)
Au -0.46 -0.19 -0.14
S 1.69 2.42 -1.85
Sb 1.77 2.39 0.49
S 1.75 -0.05 0.35
S -0.41 2.10 -0.48
F -2.45 -0.18 -0.58
Sb -4.17 1.08 -0.25
F -5.06 -0.51 -0.65
F -3.88 0.44 1.48
F -5.68 2.14 -0.09
F -2.91 2.43 0.21
F -3.79 1.44 -2.04
C 1.54 -5.30 -0.03
C 0.46 -4.27 0.04
C -0.91 -4.42 0.20
C -1.46 -3.13 0.20
N -0.46 -2.25 0.05
N 0.69 -2.96 -0.04
C -2.90 -2.80 0.32
H 1.09 -6.29 -0.05
H 2.19 -5.23 0.84
H 2.14 -5.17 -0.92
H -1.45 -5.34 0.29
H 1.58 -2.49 -0.14
H -3.45 -3.70 0.58
H -3.30 -2.41 -0.61
H -3.08 -2.03 1.08

Largest force on an atom in Eh/bohr: 0.04708
Orbital gap in eV: 6.94
E in Eh: -2714.64229
Charge: +1
ΔE to the lowest compared entry with this formula, charge and spin in kcal per mole: 3.8

---

Record 5
Entry from the Open Molecules 2025 dataset: the molecule C5H8B2O4S (ωB97M-V/def2-TZVPD).

Element x y z (Å)
O 0.37 -1.94 1.70
B -0.56 -1.71 0.68
O -1.67 -2.47 0.48
C -0.43 -0.45 -0.30
C 0.11 0.83 -0.01
B 0.96 1.21 1.25
O 0.78 0.56 2.44
O 1.94 2.14 1.13
C 0.21 1.84 -1.13
S 0.74 1.11 -2.74
C -0.52 -0.14 -2.75
C -0.98 -0.68 -1.61
H 0.24 -2.76 2.13
H -1.63 -3.15 1.14
H 0.09 0.43 3.08
H 2.42 2.20 1.87
H -0.67 2.35 -1.27
H 1.09 2.35 -0.81
H -0.80 -0.37 -3.70
H -1.70 -1.35 -1.60

Largest force on an atom in Eh/bohr: 0.10035
Orbital gap in eV: 7.95
SMILES: OB(O)C1=C(B(O)O)CSC=C1
E in Eh: -944.31931
ΔE to the lowest compared entry with this formula, charge and spin in kcal per mole: 9.3

---

Record 6
Entry from the Open Molecules 2025 dataset: a cluster of 2 separate species, C5H8Br2N2O2 in total (ωB97M-V/def2-TZVPD).

Element x y z (Å)
C -0.30 -1.74 -1.59
C 1.42 0.54 0.71
C -0.62 1.34 -0.65
C -0.96 0.47 1.53
C -0.04 0.44 0.40
N 2.13 -0.25 -0.10
N -0.61 -1.40 -0.34
O 0.69 -1.29 -2.18
O 1.79 1.33 1.57
Br 4.01 -0.25 0.02
Br -2.08 -2.12 0.41
H -1.10 -2.34 -2.09
H -1.63 1.31 -0.54
H -0.20 1.20 -1.64
H -0.32 2.45 -0.37
H -2.10 0.58 1.25
H -0.99 -0.62 1.97
H -0.64 1.19 2.34
H 1.54 -0.87 -0.70

Largest force on an atom in Eh/bohr: 0.08408
Orbital gap in eV: 8.90
E in Eh: -5603.21355
ΔE to the lowest compared entry with this formula, charge and spin in kcal per mole: 79.7